12
Properties=species:S:1:pos:R:3:forces:R:3 method="wB97M-V/def2-TZVPD" max_force_ha_per_bohr=0.100 e_homo_ev=-2.35 lumo_ev=4.13 e_above_lowest_kcal_mol=9.9 total_charge=-1
C -1.7488 -0.8101 0.8952 -0.986 0.487 0.581
C -1.2566 -0.4335 -0.3061 4.818 1.477 0.955
C 0.1612 0.1275 -0.5779 0.400 -0.091 2.179
C 1.2335 -0.1490 0.4995 -1.183 -0.954 -0.706
N -2.3418 -1.0648 1.8680 0.128 -0.506 0.652
N 0.3368 1.6908 -0.5345 -1.290 0.023 -2.560
O 0.3526 2.2425 -1.6364 0.117 -1.068 1.837
H -1.7801 -0.4115 -1.1565 -2.483 -0.193 -2.785
H 0.5513 -0.3112 -1.4802 -0.010 0.592 -1.031
H 1.5890 -1.1338 0.5089 0.656 -1.887 -0.975
H 0.8091 -0.2082 1.4491 -0.935 1.026 1.915
H 2.0936 0.4614 0.4709 0.770 1.096 -0.061

***

64
Properties=species:S:1:pos:R:3:forces:R:3 method="wB97M-V/def2-TZVPD" max_force_ha_per_bohr=0.101 e_homo_ev=-5.28 lumo_ev=1.85 e_above_lowest_kcal_mol=233.4 total_charge=-1
C -1.8862 -0.3963 3.4570 -0.044 0.497 -1.083
C -0.7869 -0.4232 2.1964 1.019 -2.274 0.736
N 0.1214 -1.4470 2.2256 -3.476 3.855 0.005
C -0.9295 0.7360 1.0312 -2.769 0.050 1.317
P 0.7107 1.7162 0.7145 2.740 -3.422 -0.844
Br 0.0704 3.0999 2.4276 -0.425 1.720 1.690
C 1.2222 0.4415 -0.6685 1.404 -0.322 -1.302
C 2.3845 -0.6069 -0.1986 0.488 0.201 -1.378
C 2.3545 -1.8947 -1.2571 -0.203 1.303 -0.944
S 2.6038 -3.5580 -0.4400 -1.885 0.127 0.237
C 0.9946 -4.1562 0.4003 -0.879 0.120 1.466
S 1.2126 -4.6080 2.0614 -0.359 0.295 -3.428
N -0.3398 -4.2718 -0.2985 1.796 0.414 2.415
C -0.9650 -2.9344 -0.6198 -0.851 1.129 -1.596
C -2.4945 -2.7368 -0.0084 0.751 0.980 0.700
O -3.4133 -3.8341 -0.3487 2.036 -0.131 0.227
C -2.7231 -5.1259 -0.4817 0.337 -1.009 0.550
C -1.3006 -5.2090 0.3944 -1.589 -0.149 -1.219
C 2.4464 2.5626 0.6427 3.323 -0.686 2.670
C 3.4138 1.8558 1.9620 -0.270 2.384 2.459
C 3.4466 2.8150 3.4087 1.880 -2.555 -3.875
O 4.6996 2.6559 2.3555 -4.705 -1.343 0.996
C -0.0142 2.7736 -0.6601 -2.268 0.755 -2.645
Cl 1.2349 3.8831 -1.5565 0.281 -1.399 1.218
C -1.3004 3.7044 -0.4390 -1.392 0.747 -1.371
C -2.7880 2.9565 -0.6110 0.606 -0.199 0.230
Cl -1.3003 4.8067 -2.0001 -1.380 0.172 0.482
H -2.5635 0.5653 3.3409 1.462 -1.950 0.512
H -1.3380 -0.4247 4.5124 -1.217 0.044 -2.403
H -2.5894 -1.3332 3.3013 1.469 1.804 0.514
H -0.0708 -1.9901 3.1024 0.221 0.506 -0.886
H -1.6652 1.5492 1.5061 1.259 -2.135 -1.100
H -1.4524 0.3767 0.0485 1.013 0.120 1.852
H 1.2727 0.8740 1.7479 -0.200 0.218 -0.180
H 1.6915 1.0828 -1.5598 -0.995 -1.491 1.694
H 0.3067 -0.1181 -1.1338 1.599 0.863 0.923
H 3.4279 -0.0669 -0.4104 -2.182 -1.198 0.710
H 2.3569 -0.9264 0.9255 -0.311 0.432 -2.291
H 1.3824 -1.8944 -1.9399 2.007 -0.008 1.610
H 3.2582 -1.7489 -2.0226 -1.860 -0.697 1.726
H -1.0874 -2.8627 -1.8040 0.215 -0.174 2.393
H -0.2612 -2.0535 -0.3100 -1.557 -1.693 -0.253
H -2.9375 -1.7271 -0.4487 0.933 -2.261 0.758
H -2.4662 -2.5788 1.1746 0.098 -0.509 -2.508
H -3.4340 -5.9637 -0.0155 1.417 1.884 -1.129
H -2.5598 -5.3431 -1.6293 -0.114 0.336 2.285
H -1.5966 -4.9107 1.4861 0.920 -0.650 -1.892
H -0.8883 -6.3092 0.2937 -0.829 2.318 0.506
H 3.1122 2.2500 -0.2531 -1.299 1.091 1.275
H 2.4692 3.6737 0.9674 0.144 -1.811 -1.117
H 3.3991 0.6077 2.0926 0.442 3.755 -0.275
H 2.9234 3.8647 3.3674 1.260 -2.386 0.216
H 3.7237 2.2074 4.3762 -0.789 1.688 -1.975
H -0.3177 2.0036 -1.5285 0.531 1.869 1.866
H -1.2879 4.5222 0.3875 0.233 -2.002 -1.346
H -3.3234 2.9450 0.4302 1.046 -0.361 -1.994
H -2.5777 1.8830 -1.0595 -0.630 2.116 1.202
H -3.4852 3.5062 -1.3752 1.613 -0.839 1.599
C -0.1123 2.4037 -5.5167 0.051 0.186 0.300
O 0.5022 2.5792 -4.2535 -0.046 0.175 -0.093
H 0.0770 1.3858 -5.8656 0.016 0.121 0.105
H -1.1898 2.5603 -5.4238 -0.101 -0.050 -0.265
H 0.3098 3.1156 -6.2304 -0.135 -0.076 -0.263
H 0.3172 3.4907 -3.9698 0.149 -0.495 0.210

***

49
Properties=species:S:1:pos:R:3:forces:R:3 method="wB97M-V/def2-TZVPD" max_force_ha_per_bohr=0.076 e_homo_ev="-7.70 / -6.83" lumo_ev="-0.10 / -0.10" e_above_lowest_kcal_mol=0.0 spin_multiplicity=5
Fe 1.0067 -2.4112 -0.8039 0.340 -0.655 0.129
C -3.0618 1.3631 -2.1937 0.100 0.027 -1.698
C -2.5459 1.3987 -0.7790 0.129 0.728 0.763
C -1.1920 2.1064 -0.5613 0.590 -0.684 0.117
N -0.5577 2.0125 0.8929 -1.045 -1.995 0.061
C -0.1851 0.4777 1.2270 0.463 1.587 -1.284
C 0.6508 2.8655 0.9922 0.127 0.855 -1.041
C 0.9660 3.1198 2.4761 -0.222 -0.822 -1.364
C -0.3805 2.8802 3.1680 -0.416 0.638 -1.089
C -1.3839 2.5853 2.0091 -0.573 -0.179 0.785
H -3.5540 2.2461 -2.6015 0.045 0.507 0.667
H -3.8257 0.5934 -2.3037 0.191 -0.200 0.140
H -2.2996 1.1841 -2.9521 0.252 -0.457 0.165
H -2.4604 0.3632 -0.4496 -0.039 0.099 0.304
H -3.3374 1.9358 -0.2563 0.094 -0.284 0.740
H -1.1516 3.1407 -0.9030 -0.419 0.272 0.610
H -0.4620 1.6281 -1.2142 0.227 -0.370 0.215
H 0.7001 0.4494 1.8624 -0.563 0.188 0.698
H 0.2689 0.0970 0.3122 -0.565 -0.227 -0.300
H -1.0796 -0.0602 1.5411 0.366 0.106 0.021
H 1.4414 2.4377 0.3758 0.072 -0.104 0.231
H 0.3439 3.7957 0.5141 0.139 0.145 -0.054
H 1.7429 2.3813 2.6742 0.087 0.487 0.905
H 1.2456 4.1659 2.6012 0.591 -0.380 0.053
H -0.3364 2.0740 3.9003 -0.239 0.277 0.009
H -0.6884 3.8486 3.5622 -0.122 -0.427 0.730
H -2.2103 1.9974 2.4087 0.328 -0.937 -0.528
H -1.9566 3.4290 1.6239 0.711 0.575 -0.089
C 4.8617 -1.6803 0.1466 1.077 -0.219 -0.190
C 3.4287 -1.8830 -0.1613 0.962 -0.083 0.844
O 2.5641 -1.4057 0.5677 -2.000 1.871 2.317
O 3.0846 -2.5561 -1.1135 -0.291 -2.163 -3.218
H 5.0786 -0.6369 -0.0822 0.300 0.047 0.432
H 5.5044 -2.3101 -0.4685 -0.193 0.105 -0.259
H 5.0884 -1.9771 1.1706 -0.162 0.563 0.150
C -0.1424 -0.9756 -4.3097 -0.806 0.541 -0.457
C 0.4536 -1.4891 -3.0575 -0.722 -1.657 -0.389
O 0.5007 -2.7255 -2.8938 0.102 -0.598 -0.032
O 0.7724 -0.7223 -2.1316 0.272 1.847 1.432
H 0.5242 -1.0906 -5.1644 0.021 0.377 0.087
H -0.4963 0.0341 -4.1014 0.471 0.290 -0.562
H -1.0482 -1.5372 -4.5382 0.146 -0.316 0.033
C -1.1875 -4.8241 1.7588 0.424 -0.293 -0.720
C -0.5105 -3.9766 0.6641 3.060 1.040 -0.937
O 0.3534 -4.3717 -0.1780 -0.832 -2.653 0.446
O -0.5252 -2.7042 0.6574 -2.322 1.437 1.652
H -0.6202 -5.7196 2.0124 0.706 0.302 -0.204
H -2.1007 -5.3192 1.4287 -0.444 0.753 -0.050
H -1.2813 -4.2342 2.6706 -0.418 0.040 -0.272

***

36
Properties=species:S:1:pos:R:3:forces:R:3 method="wB97M-V/def2-TZVPD" max_force_ha_per_bohr=0.021 e_homo_ev=-11.02 lumo_ev=0.28
N -1.1321 -1.1408 0.2738 0.361 1.011 -0.038
B 0.1981 -1.3039 0.6515 0.457 0.375 -0.156
O 1.1351 -1.8962 -0.2110 -0.493 -0.327 -0.173
B 1.4632 -3.1121 0.3210 0.203 -0.143 0.028
O 1.2612 -3.2978 1.6823 0.422 -0.079 -0.089
B 1.2295 -2.1569 2.4607 0.436 0.276 0.288
O 1.7969 -2.0971 3.7105 -0.521 -0.355 -0.130
B 1.3223 -2.8606 4.7577 0.396 -0.002 0.401
O 1.5687 -2.4351 6.0310 -0.090 0.000 0.070
O 0.6318 -4.0292 4.5699 -0.257 0.353 -0.645
O 0.6871 -1.0063 1.9340 -0.449 -0.501 -0.032
H -1.6926 -0.5744 0.8921 -0.233 -0.111 -0.038
H -1.3080 -0.9066 -0.6979 -0.343 -0.435 0.156
H 1.9164 -3.9852 -0.3405 0.024 0.003 0.008
H 2.0151 -1.5867 6.0294 0.095 0.163 0.083
H -0.1651 -4.0633 5.0986 0.014 -0.316 0.401
C -1.3014 1.4523 -4.7791 0.008 0.092 -0.019
C -1.9518 0.2396 -5.4138 0.111 -0.058 0.090
O -2.1033 -0.6330 -4.3042 -0.242 0.082 -0.089
C -2.1891 0.1279 -3.1856 0.078 0.009 0.069
O -2.5487 -0.2673 -2.1240 0.034 -0.007 -0.124
O -1.8189 1.3958 -3.4443 0.024 0.072 -0.105
F -1.1641 -0.3471 -6.3413 0.047 -0.029 0.062
H -0.2167 1.3447 -4.7531 0.010 -0.078 -0.052
H -1.5676 2.3923 -5.2521 -0.112 0.033 0.124
H -2.9330 0.4262 -5.8527 0.022 -0.033 -0.093
C 0.3600 2.2359 1.3251 0.085 -0.116 0.117
C 1.0110 2.6383 0.0198 -0.197 0.111 -0.039
O 0.8166 4.0388 0.0007 0.248 -0.033 0.063
C 0.7288 4.4676 1.2958 -0.107 -0.110 -0.012
O 0.8035 5.5954 1.6384 -0.038 0.104 0.002
O 0.5563 3.4090 2.1232 0.003 -0.050 -0.090
F 0.3989 2.0859 -1.0589 -0.038 0.045 0.017
H -0.7087 2.0576 1.1967 -0.001 0.026 -0.145
H 0.8215 1.3682 1.7855 0.049 0.108 0.175
H 2.0793 2.4244 -0.0393 -0.006 -0.081 -0.086

***

Results for calculated total energy: -9253.664, -154390.776, -63119.034, -40615.079 (in eV, following the order of the records).